20
Properties=species:S:1:pos:R:3:forces:R:3 method="wB97M-V/def2-TZVPD" smiles="CC(N)=O.CCC" e_homo_ev=-9.786 charge=0 e_above_lowest_kj_mol=36.0 e_lumo_ha=0.0283
O 2.66926 1.69530 2.07017 -0.1 -0.1 0.4
N 2.42290 -0.22779 0.97665 0.0 -0.2 0.2
C -1.09080 -0.16714 -0.78376 -0.7 0.3 -1.3
C -2.12351 -1.27744 -1.05164 -0.1 0.3 -0.4
C -0.35438 0.36689 -2.02427 -0.5 -0.9 -0.5
C 0.46915 0.77014 2.10881 0.6 0.4 -0.3
C 1.93469 0.77233 1.76954 0.4 0.4 -0.8
H -0.37529 -0.61614 -0.15633 0.9 0.0 1.2
H -0.31703 -0.44228 -2.76271 0.4 0.1 0.0
H 1.89474 -0.99114 0.59692 -0.1 0.0 0.2
H -1.56803 0.70342 -0.34836 0.0 -0.1 0.7
H 0.05700 -0.22530 2.12679 -0.3 -0.2 0.2
H -2.29067 -1.35861 -2.11996 -0.3 0.0 -0.2
H -3.07841 -1.07866 -0.57083 -0.1 0.0 0.0
H 0.37647 1.31743 3.03233 -0.2 -0.1 0.5
H -0.01900 1.38510 1.35414 -0.1 -0.2 -0.1
H -1.79387 -2.26646 -0.73533 0.2 0.1 0.2
H 0.65259 0.69145 -1.78533 0.1 0.1 0.0
H 3.41964 -0.21770 0.84471 0.0 0.0 -0.2
H -0.88545 1.16659 -2.54156 0.0 0.1 0.3